# 1
Density functional theory data (the ωB97M-V functional and the def2-TZVPD basis) for 2 unconnected molecules or ions with the total composition C5H8ClN4O2 at a distorted geometry.

Geometry as XYZ:
```
20
Properties=species:S:1:pos:R:3
C -0.706 0.593 -1.401
C -2.749 0.247 -0.308
C 1.736 0.057 4.142
C 1.529 -0.452 -0.577
C 0.657 0.410 -1.428
N -1.589 0.131 -0.512
N 1.369 1.113 -2.332
N -3.922 -0.163 0.087
N 0.841 -1.008 0.592
O 2.271 0.417 3.211
O 1.146 -0.374 5.014
Cl 2.030 -1.961 -1.611
H -0.973 1.057 -2.292
H 2.308 0.234 -0.133
H 2.273 1.436 -2.119
H 0.805 1.822 -2.853
H -4.491 0.596 0.400
H -4.106 -1.124 0.340
H 0.206 -1.772 0.385
H 1.367 -1.257 1.393
```

Output
- Gap between HOMO and LUMO (alpha / beta): 7.795 / 7.797 eV
- Charge: +1
- Largest force on an atom: 3.57 eV/Å
- ΔE to the lowest compared entry with this formula, charge and spin: 0.400 eV
- LUMO energy (alpha / beta): -4.81 / -4.81 eV
- Multiplicity: 1

***

# 2
Density functional theory data (the ωB97M-V functional and the def2-TZVPD basis) for C5H8ClNO in the gas phase at a distorted geometry.

Geometry as XYZ:
```
16
Properties=species:S:1:pos:R:3
C 1.971 0.289 0.389
C 0.623 -0.118 0.947
Cl 0.589 0.066 2.684
C -0.484 -0.440 0.269
C -1.815 -0.798 0.810
C -0.420 -0.450 -1.232
N -0.265 0.464 -2.062
O -0.214 1.693 -1.439
H 2.101 1.358 0.431
H 2.002 -0.035 -0.662
H 2.771 -0.161 1.018
H -2.588 -0.158 0.387
H -2.026 -1.811 0.439
H -1.873 -0.811 1.896
H -0.377 -1.406 -1.747
H 0.005 2.318 -2.128
```

Output
- Gap between HOMO and LUMO: 9.936 eV
- Largest force on an atom: 2.43 eV/Å
- ΔE to the lowest compared entry with this formula, charge and spin: 2.676 eV
- Structure (SMILES): C/C(Cl)=C(C)\C=N/O
- LUMO energy: 0.80 eV
- Multiplicity: 1

***

# 3
Density functional theory data (the ωB97M-V functional and the def2-TZVPD basis) for C5H8ClOP in the gas phase at a distorted geometry.

Geometry as XYZ:
```
16
Properties=species:S:1:pos:R:3
O 3.199 -2.295 -0.315
C 3.024 -1.140 -0.437
P 1.555 -0.099 0.192
Cl 2.687 1.639 0.277
C 0.393 -0.630 1.363
C -0.940 -0.088 1.094
C -0.918 0.768 -0.227
C 0.177 0.072 -1.053
H 3.789 -0.548 -0.994
H 0.526 -0.688 2.446
H -1.783 -0.835 1.002
H -1.245 0.465 1.931
H -1.859 0.717 -0.727
H -0.684 1.759 -0.028
H -0.135 -0.947 -1.178
H 0.549 0.756 -1.937
```

Output
- Gap between HOMO and LUMO: 7.460 eV
- Largest force on an atom: 3.55 eV/Å
- ΔE to the lowest compared entry with this formula, charge and spin: 3.056 eV
- Structure (SMILES): O=C[P@]1(Cl)=CCCC1
- LUMO energy: -0.19 eV
- Multiplicity: 1

***

# 4
Density functional theory data (the ωB97M-V functional and the def2-TZVPD basis) for C5H8F4N2O2S2 in the gas phase at a distorted geometry.

Geometry as XYZ:
```
23
Properties=species:S:1:pos:R:3
C 2.289 -2.273 -0.921
S 1.464 -1.260 0.104
O 1.596 -1.551 1.496
N -0.140 -1.436 -0.431
S -1.480 -0.826 0.379
C -2.722 -1.758 -0.194
O -1.310 -0.832 1.798
C -1.061 0.988 -0.089
F -0.978 1.063 -1.436
F -2.169 1.692 0.250
C 0.162 1.553 0.646
N 0.224 2.995 0.651
C 1.429 0.989 0.045
F 1.648 1.316 -1.243
F 2.533 1.303 0.731
H 3.304 -2.433 -0.598
H 2.193 -1.961 -1.948
H -0.309 -2.294 -0.935
H -3.609 -1.612 0.397
H -2.859 -1.625 -1.254
H 0.100 1.190 1.682
H -0.551 3.401 1.159
H 0.245 3.371 -0.291
```

Output
- Gap between HOMO and LUMO: 8.821 eV
- Largest force on an atom: 2.67 eV/Å
- Structure (SMILES): C=[S@]1(=O)N[S@@](=C)(=O)C(F)(F)[C@H](N)C1(F)F
- LUMO energy: -0.17 eV
- Multiplicity: 1

***

# 5
Density functional theory data (the ωB97M-V functional and the def2-TZVPD basis) for 2 unconnected molecules or ions with the total composition C5H8F4N2O3 at a distorted geometry.

Geometry as XYZ:
```
22
Properties=species:S:1:pos:R:3
O -0.714 0.288 1.445
N -1.242 0.976 0.580
O -0.818 2.235 0.489
C -2.225 0.589 -0.220
F -2.768 1.456 -1.043
C -2.899 -0.746 0.034
F -3.867 -0.902 -0.920
F -3.326 -1.022 1.276
F -1.978 -1.752 -0.096
H 0.302 2.363 0.465
H 0.115 -0.719 -1.702
N 0.547 0.056 -1.228
C 1.281 -0.352 -0.294
C 1.651 -1.781 0.033
C 2.130 0.687 0.389
O 1.751 2.000 0.015
H 1.887 -1.852 1.044
H 2.474 -2.041 -0.573
H 0.861 -2.551 -0.313
H 1.887 0.475 1.513
H 3.234 0.748 0.056
H 1.717 1.843 -0.950
```

Output
- Gap between HOMO and LUMO: 9.668 eV
- Largest force on an atom: 3.38 eV/Å
- ΔE to the lowest compared entry with this formula, charge and spin: 1.077 eV
- Structure (SMILES): [O-]/[N+](O)=C(/F)C(F)(F)F.[H]/N=C(\C)CO
- LUMO energy: 0.49 eV
- Multiplicity: 1

***

# 6
Density functional theory data (the ωB97M-V functional and the def2-TZVPD basis) for 3 unconnected molecules or ions with the total composition C5H8FI at a distorted geometry.

Geometry as XYZ:
```
15
Properties=species:S:1:pos:R:3
C 1.379 0.775 -0.546
C 1.039 1.124 0.703
C 1.453 0.369 1.960
F 0.291 2.256 0.998
H 2.070 -0.082 -0.698
H 1.161 1.471 -1.328
H 2.381 -0.168 1.563
H 1.785 1.106 2.732
H 0.730 -0.293 2.353
C -1.737 1.007 -0.194
C -2.125 0.057 0.381
H -1.390 2.014 -0.577
H -2.283 -0.910 0.946
I -1.335 -3.057 -1.567
H -0.534 -3.970 -0.394
```

Output
- Gap between HOMO and LUMO: 9.780 eV
- Largest force on an atom: 4.76 eV/Å
- ΔE to the lowest compared entry with this formula, charge and spin: 2.498 eV
- Structure (SMILES): C=C(C)F.C#C.I
- LUMO energy: 0.31 eV
- Multiplicity: 1

***

# 7
Density functional theory data (the ωB97M-V functional and the def2-TZVPD basis) for a molecular structure, C5H8FIN2 at a distorted geometry.

Geometry as XYZ:
```
17
Properties=species:S:1:pos:R:3
C 1.042 0.009 -0.571
C 2.519 1.213 -0.440
C 0.936 -0.756 -1.892
C -0.938 0.013 2.356
C -0.391 -0.883 1.173
N 3.326 1.354 -1.373
N 0.628 -0.232 0.563
F -1.491 -1.207 0.341
I 2.730 1.753 1.633
H 1.711 -0.389 -2.557
H 1.098 -1.789 -1.676
H -0.175 -0.760 -2.121
H -0.087 0.596 2.761
H -1.748 0.583 1.982
H -1.306 -0.571 3.191
H -0.034 -1.874 1.691
H 4.179 1.801 -1.194
```

Output
- Gap between HOMO and LUMO: 9.330 eV
- Largest force on an atom: 4.06 eV/Å
- ΔE to the lowest compared entry with this formula, charge and spin: 0.000 eV
- LUMO energy: 0.46 eV
- Multiplicity: 1

***

# 8
Density functional theory data (the ωB97M-V functional and the def2-TZVPD basis) for a molecular structure, C5H8FMgO4 at a distorted geometry.

Geometry as XYZ:
```
19
Properties=species:S:1:pos:R:3
C 0.327 -1.564 -0.018
O 1.251 -0.487 -0.261
C -0.203 -2.197 -1.284
H 0.926 -2.282 0.551
H -0.470 -1.227 0.657
H -0.845 -3.043 -1.004
H -0.805 -1.504 -1.888
H 0.621 -2.573 -1.903
C 1.165 0.606 -1.065
O 0.224 1.731 1.213
C -0.888 1.302 0.889
C -1.187 1.018 -0.539
O -0.059 1.072 -1.379
O 2.144 1.210 -1.425
F 1.869 2.441 4.516
H -1.739 1.359 1.588
H -1.731 0.060 -0.593
H -1.887 1.794 -0.886
Mg 1.287 2.283 2.830
```

Output
- Gap between HOMO and LUMO: 8.937 eV
- Charge: +1
- Largest force on an atom: 1.78 eV/Å
- ΔE to the lowest compared entry with this formula, charge and spin: 1.855 eV
- LUMO energy: -5.56 eV
- Multiplicity: 1

***

# 9
Density functional theory data (the ωB97M-V functional and the def2-TZVPD basis) for C5H8FN in the gas phase at a distorted geometry.

Geometry as XYZ:
```
15
Properties=species:S:1:pos:R:3
C -0.438 -0.626 1.470
C 0.159 -1.388 0.315
N -0.497 -1.295 -1.002
C 0.729 -0.505 -0.794
C 0.789 1.033 -0.634
C -0.216 1.915 -0.806
F -1.436 1.511 -1.272
H -0.547 -1.302 2.331
H 0.202 0.176 1.814
H -1.430 -0.228 1.236
H 0.690 -2.281 0.553
H -1.192 -0.574 -1.016
H 1.598 -0.934 -1.320
H 1.734 1.521 -0.275
H -0.144 2.979 -0.601
```

Output
- Gap between HOMO and LUMO: 10.121 eV
- Largest force on an atom: 2.71 eV/Å
- ΔE to the lowest compared entry with this formula, charge and spin: 1.638 eV
- Structure (SMILES): C[C@H]1N[C@H]1/C=C\F
- LUMO energy: 1.04 eV
- Multiplicity: 1

***

# 10
Density functional theory data (the ωB97M-V functional and the def2-TZVPD basis) for C5H8FN in the gas phase at a distorted geometry.

Geometry as XYZ:
```
15
Properties=species:S:1:pos:R:3
N -2.351 -0.620 -0.302
C -1.469 0.081 0.591
C -0.734 1.135 -0.106
C 0.513 1.482 -0.242
C 1.731 0.720 0.149
C 1.892 -0.610 0.020
F 0.816 -1.572 -0.119
H -1.828 -0.950 -1.349
H -2.494 -1.449 0.325
H -0.711 -0.605 1.106
H -2.056 0.673 1.212
H -1.608 1.794 -0.276
H 0.602 2.539 -0.772
H 2.764 1.019 0.484
H 2.848 -1.380 -0.023
```

Output
- Gap between HOMO and LUMO: 10.019 eV
- Largest force on an atom: 4.93 eV/Å
- ΔE to the lowest compared entry with this formula, charge and spin: 3.605 eV
- Structure (SMILES): NC/C=C\C=C/F
- LUMO energy: 0.80 eV
- Multiplicity: 1